62
Properties=species:S:1:pos:R:3 method="wB97M-V/def2-TZVPD" homo_ev=-11.52 homo_lumo_gap_ev=11.116 smiles="O=C1OC[C@@H](F)O1.O=C1OC[C@@H](F)O1.CC#N.CC#N.CC#N.CC#N.CC#N.CC#N.CC#N" relative_energy_ev=0.000 e_tot_ev=-49326.4245
C 1.009 0.341 0.039
C -0.041 -0.106 -0.974
O -1.238 -0.113 -0.199
C -1.064 0.703 0.872
O -1.920 1.078 1.598
O 0.226 1.096 0.956
F 0.163 -1.371 -1.421
H 1.793 0.986 -0.341
H 1.413 -0.578 0.473
H -0.218 0.602 -1.783
C 6.312 -0.313 -0.608
C 4.873 -0.558 -0.207
O 4.265 0.673 -0.587
C 5.218 1.653 -0.603
O 4.995 2.804 -0.710
O 6.442 1.101 -0.421
F 4.716 -0.711 1.124
H 6.539 -0.581 -1.639
H 7.023 -0.836 0.030
H 4.420 -1.357 -0.791
C -1.810 2.228 -3.922
C -3.057 2.058 -4.651
N -4.030 1.907 -5.239
H -1.924 2.951 -3.114
H -1.069 2.626 -4.613
H -1.482 1.294 -3.474
C -4.013 0.931 4.403
C -3.765 2.251 3.848
N -3.545 3.256 3.342
H -5.051 0.635 4.297
H -3.683 0.899 5.441
H -3.379 0.214 3.877
C 1.385 -3.704 0.474
C 2.506 -4.140 1.296
N 3.390 -4.482 1.945
H 0.586 -3.267 1.076
H 0.940 -4.543 -0.057
H 1.730 -2.927 -0.204
C -2.430 -3.510 -0.961
C -3.320 -4.338 -1.756
N -4.037 -4.982 -2.372
H -2.379 -3.791 0.091
H -2.674 -2.461 -1.101
H -1.397 -3.690 -1.276
C -0.811 -2.775 -3.991
C -0.122 -2.983 -5.268
N 0.421 -3.149 -6.261
H -1.601 -3.518 -3.891
H -1.181 -1.757 -3.933
H -0.068 -2.982 -3.223
C -1.139 3.841 1.134
C -0.966 3.508 -0.266
N -0.874 3.251 -1.380
H -0.282 3.556 1.737
H -1.979 3.256 1.511
H -1.399 4.886 1.278
C -0.195 2.616 4.654
C -0.822 2.247 5.907
N -1.344 1.916 6.877
H 0.868 2.369 4.666
H -0.243 3.688 4.469
H -0.680 2.104 3.823

71
Properties=species:S:1:pos:R:3 method="wB97M-V/def2-TZVPD" homo_ev=-1.73 homo_lumo_gap_ev=3.503 e_tot_ev=-79791.5107 total_charge=-1
C 3.281 -3.692 2.756
C 2.908 -2.229 3.241
O 3.174 -1.895 4.424
N 2.294 -1.212 2.343
C 3.508 -0.467 1.809
N 1.729 -1.829 1.203
P 0.039 -2.233 1.418
C -0.245 -4.091 1.689
C -0.800 -1.185 2.746
H 3.639 -3.716 1.675
H 4.121 -4.115 3.403
H 2.383 -4.369 2.895
H 4.456 -0.965 2.220
H 3.548 -0.653 0.688
H 3.466 0.644 2.009
H -0.642 -4.385 2.712
H -1.017 -4.430 0.918
H 0.686 -4.716 1.461
H -1.636 -0.598 2.246
H -0.092 -0.479 3.299
H -1.325 -1.794 3.564
C -3.178 2.897 -0.115
C -2.865 2.770 1.344
O -3.308 1.465 1.654
C -3.176 0.748 0.499
O -3.194 -0.437 0.443
O -3.010 1.565 -0.580
F -3.586 3.658 2.079
H -4.206 3.219 -0.299
H -2.500 3.580 -0.629
H -1.804 2.864 1.588
C 8.112 0.631 0.350
C 7.334 1.383 1.386
O 6.120 1.674 0.726
C 5.939 0.665 -0.174
O 4.909 0.428 -0.713
O 7.089 -0.044 -0.368
F 7.946 2.554 1.704
H 8.657 1.293 -0.328
H 8.815 -0.077 0.789
H 7.129 0.814 2.297
C -7.780 4.581 -0.713
C -6.772 4.731 -1.810
O -6.644 3.413 -2.309
C -7.848 2.818 -2.088
O -8.202 1.807 -2.609
O -8.602 3.526 -1.201
F -5.566 5.128 -1.317
H -7.328 4.280 0.237
H -8.361 5.490 -0.553
H -7.081 5.407 -2.621
C -5.609 3.593 -6.133
C -4.751 4.799 -6.352
O -5.611 5.869 -6.003
C -6.465 5.362 -5.074
O -7.152 6.032 -4.358
O -6.439 4.006 -5.054
F -4.408 4.926 -7.657
H -6.231 3.356 -7.000
H -5.028 2.710 -5.867
H -3.852 4.833 -5.730
C 6.403 -7.298 1.146
C 5.655 -6.542 2.201
O 4.427 -6.240 1.570
C 4.219 -7.245 0.673
O 3.175 -7.475 0.153
O 5.358 -7.963 0.451
F 6.283 -5.381 2.506
H 6.937 -6.638 0.457
H 7.111 -8.013 1.568
H 5.467 -7.112 3.116

58
Properties=species:S:1:pos:R:3 method="wB97M-V/def2-TZVPD" homo_ev=-7.70 homo_lumo_gap_ev=6.902 relative_energy_ev=0.035 e_tot_ev=-44723.8511
Sr -2.430 -0.436 -1.213
C 6.448 -0.214 -0.893
C 4.970 -0.159 -1.150
C 4.392 0.936 -1.777
C 3.027 0.997 -2.018
C 2.479 2.220 -2.707
C 2.217 -0.090 -1.621
C 0.798 0.029 -1.933
O -0.045 -0.861 -1.811
C 2.785 -1.206 -0.968
C 2.013 -2.401 -0.478
C 4.153 -1.210 -0.749
H 6.950 0.680 -1.257
H 6.892 -1.080 -1.386
H 6.652 -0.310 0.174
H 5.019 1.764 -2.083
H 3.282 2.940 -2.850
H 1.685 2.700 -2.133
H 2.063 1.987 -3.689
H 0.461 1.004 -2.303
H 0.964 -2.197 -0.309
H 2.465 -2.767 0.444
H 2.071 -3.209 -1.211
H 4.594 -2.059 -0.240
C -1.562 -1.917 1.819
C -1.337 -1.887 3.353
N -1.205 -0.509 3.818
C -2.434 0.221 3.508
C -2.711 0.188 1.985
N -1.611 -0.538 1.304
C -0.337 0.141 1.596
C -0.086 0.128 3.126
H -2.501 -2.412 1.559
H -0.750 -2.441 1.307
H -0.432 -2.433 3.628
H -2.174 -2.347 3.880
H -2.318 1.247 3.862
H -3.254 -0.233 4.067
H -2.762 1.192 1.557
H -3.645 -0.328 1.755
H -0.402 1.157 1.202
H 0.458 -0.381 1.056
H 0.020 1.143 3.511
H 0.826 -0.418 3.372
F -4.758 -3.031 -0.046
C -4.778 -1.707 -0.508
F -5.591 -1.037 0.415
C -5.613 -1.756 -1.779
F -6.858 -2.226 -1.698
F -5.689 -0.498 -2.293
F -4.961 -2.499 -2.710
C -0.659 4.304 -1.392
O -0.771 2.939 -1.802
C -1.758 2.175 -1.138
O -2.381 2.745 -0.258
H 0.100 4.748 -2.035
H -0.364 4.382 -0.345
H -1.607 4.827 -1.517

58
Properties=species:S:1:pos:R:3 method="wB97M-V/def2-TZVPD" homo_ev=-6.24 homo_lumo_gap_ev=4.874 relative_energy_ev=2.132 e_tot_ev=-44721.7545
Sr -1.741 -1.617 -0.031
C 6.895 -0.338 -1.041
C 5.408 -0.438 -0.935
C 4.585 0.291 -1.786
C 3.210 0.210 -1.718
C 2.390 1.052 -2.648
C 2.609 -0.628 -0.746
C 1.170 -0.770 -0.742
O 0.432 -1.019 0.207
C 3.434 -1.358 0.137
C 2.908 -2.314 1.157
C 4.811 -1.258 0.011
H 7.184 0.364 -1.819
H 7.330 -1.309 -1.274
H 7.324 -0.005 -0.097
H 5.038 0.933 -2.527
H 3.034 1.650 -3.285
H 1.741 1.730 -2.098
H 1.763 0.436 -3.289
H 0.704 -0.640 -1.738
H 1.829 -2.392 1.154
H 3.223 -2.009 2.153
H 3.324 -3.302 0.973
H 5.432 -1.847 0.669
C -3.371 1.953 -0.134
C -3.349 3.497 -0.085
N -1.983 3.966 0.091
C -1.161 3.480 -1.002
C -1.153 1.934 -1.002
N -2.017 1.431 0.064
C -1.522 1.913 1.354
C -1.474 3.459 1.354
H -3.742 1.585 -1.091
H -4.010 1.545 0.647
H -3.934 3.879 0.752
H -3.743 3.934 -1.003
H -0.155 3.887 -0.876
H -1.574 3.877 -1.930
H -0.147 1.549 -0.824
H -1.518 1.534 -1.951
H -0.535 1.482 1.530
H -2.197 1.544 2.128
H -0.455 3.830 1.487
H -2.095 3.878 2.148
F -1.151 -4.898 -0.893
C -1.932 -4.182 0.015
F -3.189 -4.739 -0.115
C -1.420 -4.578 1.393
F -2.119 -3.947 2.371
F -0.141 -4.168 1.550
F -1.443 -5.878 1.687
C -4.700 -0.949 2.416
O -5.499 -0.985 1.227
C -5.002 -1.169 0.015
O -3.774 -1.281 -0.172
H -5.385 -0.696 3.222
H -3.919 -0.183 2.340
H -4.230 -1.922 2.601

55
Properties=species:S:1:pos:R:3 method="wB97M-V/def2-TZVPD" spin_multiplicity=5 homo_ev="-11.42 / -14.27" homo_lumo_gap_ev="4.958 / 4.902" relative_energy_ev=1.680 e_tot_ev=-62669.3094 total_charge=+2
C 1.425 -1.484 -4.517
C 0.203 -0.866 -4.310
C -0.252 -0.464 -3.027
C 0.717 -0.533 -2.000
C 1.859 -1.326 -2.162
C 2.247 -1.771 -3.430
C -1.661 0.126 -3.075
C -2.849 -0.011 -2.087
N -3.203 -1.194 -1.328
Pd 1.244 0.736 -0.385
C 2.698 -1.604 -0.951
P 1.579 -1.386 0.534
H -0.451 -0.679 -5.168
H 3.189 -2.309 -3.527
H 1.731 -1.766 -5.523
H 3.518 -0.875 -0.828
H 3.099 -2.628 -0.933
H -1.543 1.219 -3.203
H -2.084 -0.230 -4.029
H -2.800 0.840 -1.390
C 2.659 -1.459 1.965
C 0.714 -2.987 0.511
H -3.740 0.183 -2.732
C -2.570 -2.466 -1.614
C -3.475 -0.919 0.078
H 0.549 -0.064 1.002
H -3.317 -3.175 -2.026
H -1.745 -2.354 -2.330
H -2.178 -2.906 -0.682
H -4.561 -1.027 0.280
H -2.920 -1.604 0.738
H -3.185 0.116 0.326
H 1.442 -3.779 0.764
H -0.094 -2.988 1.255
H 0.299 -3.212 -0.481
H 3.335 -2.319 1.868
H 3.235 -0.528 2.029
H 2.018 -1.592 2.849
H -0.016 0.875 1.803
O 0.958 2.085 4.482
S -0.271 2.451 3.823
O -1.541 2.117 4.410
N -0.226 1.858 2.114
C -0.359 2.794 1.185
S -0.465 2.385 -0.450
C -0.310 4.116 1.763
C -0.136 5.317 1.066
C 0.069 6.498 1.783
C 0.086 6.477 3.188
C -0.056 5.266 3.889
C -0.232 4.086 3.168
H -0.173 5.281 -0.019
H 0.204 7.431 1.233
H 0.226 7.417 3.721
H -0.024 5.268 4.978

59
Properties=species:S:1:pos:R:3 method="wB97M-V/def2-TZVPD" homo_ev=-6.69 homo_lumo_gap_ev=5.902 relative_energy_ev=3.298 e_tot_ev=-329205.6770
Sc 0.477 0.131 -1.223
C 2.641 -1.174 0.446
C 3.131 -1.631 -0.935
N 2.295 -1.100 -2.032
C 1.955 -2.095 -3.059
C 0.928 -3.115 -2.577
S -0.585 -2.320 -1.943
C -0.649 -2.805 -0.184
C 0.640 -2.619 0.607
N 1.169 -1.248 0.530
H 3.122 -1.793 1.214
H 2.912 -0.130 0.603
H 4.172 -1.326 -1.054
H 3.118 -2.722 -0.991
H 2.769 -0.320 -2.506
H 1.570 -1.548 -3.922
H 2.849 -2.632 -3.396
H 0.635 -3.746 -3.415
H 1.325 -3.772 -1.804
H -1.436 -2.164 0.220
H -0.980 -3.842 -0.113
H 0.440 -2.901 1.646
H 1.402 -3.309 0.243
H 0.857 -0.719 1.340
Se -1.506 0.478 -5.193
Sb 0.456 1.607 -3.715
Se 1.661 2.141 -0.646
Se 2.588 1.281 -4.745
Se -1.221 2.897 -5.095
C 2.260 0.516 4.098
O 1.245 1.148 3.338
C 0.033 0.545 3.249
C -0.308 -0.647 3.871
C -1.593 -1.161 3.721
C -2.532 -0.483 2.964
C -2.192 0.703 2.330
C -0.911 1.214 2.449
N -0.473 2.413 1.861
C -0.816 3.041 0.754
C -1.838 2.768 -0.202
C -2.473 3.884 -0.791
C -3.381 3.730 -1.804
C -3.623 2.448 -2.310
C -2.985 1.344 -1.793
C -2.066 1.472 -0.739
O -1.360 0.452 -0.319
H 1.975 0.433 5.149
H 3.139 1.146 4.001
H 2.486 -0.479 3.706
H 0.412 -1.165 4.487
H -1.854 -2.086 4.218
H -3.535 -0.874 2.862
H -2.923 1.237 1.740
H 0.392 2.747 2.269
H -0.315 3.996 0.651
H -2.228 4.873 -0.421
H -3.864 4.590 -2.245
H -4.285 2.325 -3.158
H -3.119 0.367 -2.240

For the records above, the corresponding M values read 499.48 677.40 526.06 526.06 528.98 856.08 u.